(1)
Entry from the OMol25 dataset: C26H27F3NO3PPt as an isolated structure (ωB97M-V/def2-TZVPD).

Each line ends with the Löwdin charge.
CARTESIAN COORDINATES (ANGSTROEM)
Pt -0.098072 0.078368 0.023586  0.950
C -2.750427 -2.636113 2.187323  -0.053
C -3.428079 -3.242993 1.149078  -0.051
C -3.147700 -2.854244 -0.145697  0.004
C -2.193045 -1.876179 -0.396678  -0.219
N -1.534005 -1.305089 0.616401  -0.080
C -1.817048 -1.673152 1.869290  -0.120
C -1.818547 -1.390632 -1.733277  -0.214
C -2.417269 -1.860432 -2.897112  -0.045
C -2.015848 -1.378685 -4.129767  -0.092
C -1.013380 -0.421406 -4.190381  -0.083
C -0.419733 0.052369 -3.029861  -0.102
C -0.811865 -0.421379 -1.779946  -0.260
H -2.936593 -2.900074 3.218980  0.109
H -4.165141 -4.010956 1.349326  0.114
H -3.667598 -3.306871 -0.978361  0.107
H -1.257882 -1.170714 2.640451  0.069
H -3.205045 -2.604620 -2.847561  0.098
H -2.481002 -1.744523 -5.036597  0.100
H -0.694277 -0.038569 -5.152936  0.103
H 0.355260 0.803199 -3.094763  0.077
F 5.655872 7.086717 -2.785855  0.132
C 5.995365 5.805088 -2.992611  -0.590
F 6.284895 5.681541 -4.302686  0.135
F 7.153283 5.595716 -2.334832  0.134
C 4.928597 4.847951 -2.558604  -0.138
C 3.753298 5.296562 -1.976782  -0.012
C 2.806077 4.382124 -1.542939  -0.020
C 3.018767 3.007014 -1.683155  -0.245
C 4.208893 2.573659 -2.279620  -0.020
C 5.154679 3.484849 -2.710924  -0.015
C 2.044543 2.068439 -1.205634  -0.120
C 1.207974 1.313227 -0.764354  -0.252
H 3.580373 6.358433 -1.864583  0.117
H 1.887225 4.720413 -1.080870  0.117
H 4.383444 1.510914 -2.389113  0.117
H 6.075470 3.144197 -3.168798  0.123
C -0.471192 2.295865 4.277362  -0.071
C -0.341159 0.786433 4.348469  -0.266
O 0.803286 0.271651 3.639233  -0.269
P 1.085544 0.572135 2.075809  0.641
O 1.698943 2.025146 2.042611  -0.294
C 3.017124 2.367816 2.520176  -0.249
C 2.973600 3.746243 3.137114  -0.065
O 2.402600 -0.337881 1.910141  -0.287
C 2.310615 -1.761906 2.072909  -0.286
C 3.053997 -2.191328 3.317437  -0.071
H -1.252526 2.631478 4.961313  0.084
H -0.725985 2.627023 3.269068  0.080
H 0.468177 2.769735 4.560206  0.065
H -1.249999 0.312003 3.972952  0.093
H -0.202594 0.460059 5.375877  0.120
H 3.674449 2.352998 1.651059  0.121
H 3.363940 1.614749 3.227900  0.115
H 2.447387 4.432512 2.472336  0.083
H 3.990296 4.115840 3.281110  0.081
H 2.470241 3.739588 4.103994  0.062
H 2.745826 -2.201476 1.177587  0.120
H 1.262460 -2.071593 2.121509  0.093
H 4.108290 -1.923459 3.239859  0.080
H 2.975864 -3.273183 3.444312  0.079
H 2.632845 -1.700964 4.195498  0.071

Force components x, y, z for each atom (eV/Å):
Pt 0.2 0.6 1.0
C 0.1 0.2 0.2
C -0.1 -0.1 -0.3
C -0.2 -0.2 -0.1
C -0.2 -0.2 -0.6
N 0.1 0.1 0.4
C 0.1 0.0 0.2
C -0.2 -0.2 0.0
C -0.2 -0.2 -0.1
C -0.1 -0.1 0.0
C 0.0 0.1 0.0
C 0.0 0.0 -0.1
C 0.2 0.1 0.0
H 0.0 0.0 0.0
H 0.0 0.0 -0.1
H 0.0 0.0 0.1
H 0.1 0.0 0.0
H 0.0 0.0 -0.1
H 0.0 0.0 0.0
H 0.0 0.0 0.0
H 0.0 0.0 0.0
F 0.0 0.1 0.0
C -0.1 0.0 0.0
F 0.0 0.0 -0.1
F 0.1 0.0 0.1
C 0.0 0.0 0.1
C 0.0 0.0 0.0
C 0.0 0.0 0.0
C -0.1 -0.1 0.1
C 0.1 0.0 0.0
C 0.0 0.0 0.0
C 0.2 0.3 -0.2
C -0.1 -0.2 0.1
H 0.0 0.0 0.0
H 0.0 0.0 0.0
H 0.0 0.0 0.0
H 0.0 0.0 0.0
C 0.1 0.0 -0.1
C 0.0 0.1 -0.1
O -0.4 0.0 0.2
P 0.4 -0.4 -1.3
O 0.0 0.1 0.2
C 0.0 0.0 0.0
C 0.0 0.0 0.0
O 0.0 0.1 0.4
C 0.0 0.0 0.0
C 0.0 0.0 0.0
H 0.0 0.0 0.0
H 0.0 0.0 0.0
H 0.0 0.0 0.0
H 0.0 0.0 0.0
H 0.1 0.0 0.1
H 0.0 0.0 0.0
H 0.0 0.0 0.0
H 0.0 0.0 0.0
H 0.0 0.0 0.0
H 0.0 0.0 0.0
H 0.0 0.0 -0.1
H 0.0 0.0 0.0
H 0.0 0.0 0.0
H 0.0 0.0 0.0
H 0.0 0.0 0.0

Results
gap between HOMO and LUMO	7.70	eV
DFT total energy	-2047.77081	a.u.
net charge	0
spin multiplicity	1

---

(2)
Entry from the OMol25 dataset: C26H27GeN5PdS3 as an isolated structure (ωB97M-V/def2-TZVPD).

Each line ends with the Löwdin charge.
CARTESIAN COORDINATES (ANGSTROEM)
Pd 0.381030 1.096231 -0.280034  0.250
C -0.727957 1.051888 5.006788  -0.438
S -0.693475 2.512626 3.932197  0.761
C -0.782034 1.770386 2.325552  -1.090
S 0.293617 0.411464 1.920387  0.496
N -1.648820 2.283535 1.524796  -0.102
N -1.560363 1.810895 0.246464  -0.205
C -2.640391 1.981345 -0.511994  -0.152
C -2.860757 1.291039 -1.723226  -0.309
C -4.023175 1.577107 -2.500969  -0.068
C -4.332050 0.812342 -3.590581  -0.126
C -3.478941 -0.251809 -3.948235  -0.124
C -2.333827 -0.420145 -3.187389  -0.209
N -1.997847 0.306245 -2.128620  0.060
H -0.327947 1.350392 5.975414  0.019
H -0.096201 0.276511 4.578855  -0.011
H -1.747933 0.687903 5.119630  0.027
H -3.432037 2.624121 -0.133537  0.102
H -4.653716 2.411532 -2.208155  0.097
H -5.219762 1.026575 -4.174745  0.088
H -3.692947 -0.905195 -4.783697  0.073
H -1.629320 -1.208314 -3.455979  0.086
C 3.088171 2.781335 0.813869  -0.274
Ge 2.739101 1.042044 -0.053240  0.743
C 3.961544 1.029453 -1.638351  -0.287
C 3.913194 0.022044 -2.611141  -0.141
C 4.720176 0.057438 -3.743946  -0.114
C 5.608678 1.111765 -3.932472  -0.121
C 5.699849 2.103927 -2.965339  -0.106
C 4.887586 2.058165 -1.834947  -0.107
C 3.678865 -0.272995 1.109142  -0.252
C 4.515517 0.167907 2.101676  -0.103
C 5.285112 -0.727706 2.883343  -0.086
C 5.234438 -2.070077 2.649941  -0.057
C 4.373274 -2.586549 1.648846  -0.173
C 4.298777 -3.979529 1.381520  -0.053
C 3.444884 -4.470182 0.435983  -0.101
C 2.594828 -3.588231 -0.271232  -0.087
C 2.654239 -2.242582 -0.039961  -0.061
C 3.568265 -1.687821 0.899715  -0.172
H 4.143368 2.998656 1.009652  0.004
H 2.544050 2.784223 1.761059  0.010
H 2.676944 3.572884 0.185192  0.000
H 3.251976 -0.825197 -2.466051  0.076
H 4.660553 -0.740078 -4.475960  0.091
H 6.233366 1.151882 -4.816676  0.089
H 6.400411 2.921561 -3.096980  0.093
H 4.972064 2.846038 -1.092593  0.084
H 4.601442 1.231028 2.299603  0.083
H 5.927717 -0.337838 3.664901  0.095
H 5.842883 -2.758929 3.225732  0.102
H 4.934272 -4.651620 1.950327  0.103
H 3.402997 -5.534883 0.235967  0.093
H 1.885241 -3.986798 -0.987553  0.097
H 1.964574 -1.574127 -0.538660  0.064
N 1.406388 2.036712 -4.571881  0.096
C 0.995557 1.645263 -3.337153  -0.911
N 0.878608 0.351694 -3.096986  0.085
S 0.618332 2.762539 -2.121082  0.663
H 1.884073 1.368082 -5.153590  0.095
H 1.729444 2.985035 -4.634574  0.084
H 1.013596 -0.351362 -3.803041  0.116
H 0.485745 0.145532 -2.175877  0.014

Force components x, y, z for each atom (eV/Å):
Pd -0.2 0.9 0.7
C 0.0 0.1 -0.2
S 0.0 -0.1 0.1
C -0.2 -0.2 0.0
S 0.2 0.2 -0.1
N 0.0 0.0 0.0
N 0.0 -0.1 -0.3
C 0.0 0.0 0.0
C 0.0 0.0 0.0
C -0.1 0.0 0.0
C 0.1 0.0 0.1
C 0.0 0.0 0.0
C 0.0 0.1 0.0
N 0.1 -0.1 0.0
H 0.0 0.0 0.0
H 0.0 0.0 0.1
H 0.0 -0.1 0.0
H 0.0 0.0 0.0
H 0.0 -0.1 0.0
H 0.0 0.0 0.0
H 0.0 0.0 0.0
H 0.0 0.0 0.0
C 0.1 0.0 0.1
Ge 0.3 0.1 0.2
C -0.1 0.0 -0.2
C 0.2 0.0 0.1
C 0.0 0.1 0.1
C -0.1 0.0 0.1
C -0.1 0.0 0.0
C -0.1 0.0 0.0
C -0.2 -0.3 0.0
C 0.0 0.0 0.0
C 0.0 0.0 0.0
C 0.0 0.0 0.0
C 0.0 0.0 -0.1
C 0.0 0.1 0.0
C 0.0 0.1 0.0
C 0.1 0.0 0.0
C 0.1 0.0 0.1
C 0.0 0.0 0.0
H -0.1 0.0 0.0
H 0.0 0.0 0.0
H 0.0 0.0 0.0
H 0.0 0.0 0.0
H 0.0 0.0 0.0
H 0.0 0.0 0.0
H 0.0 0.0 0.0
H 0.0 0.0 -0.1
H 0.0 -0.1 0.0
H 0.0 0.0 0.0
H 0.0 0.0 0.0
H 0.0 0.0 0.0
H 0.0 0.0 0.0
H 0.0 0.0 0.0
H 0.0 0.1 -0.1
N -0.1 0.0 0.1
C 0.1 0.3 -0.1
N 0.0 0.0 -0.1
S 0.1 -0.7 -0.1
H 0.0 0.0 0.0
H 0.0 0.0 0.0
H 0.0 0.0 0.0
H -0.1 -0.5 -0.4

Results
gap between HOMO and LUMO (alpha / beta)	4.60 / 6.76	eV
DFT total energy	-4680.18841	a.u.
net charge	-1
spin multiplicity	2

---

(3)
Entry from the OMol25 dataset: C26H27IrN4OPS2Te as an isolated structure (ωB97M-V/def2-TZVPD).

Each line ends with the Löwdin charge.
CARTESIAN COORDINATES (ANGSTROEM)
Ir -1.326008 -0.528664 0.861271  0.708
S 0.304984 -1.355141 2.261452  0.643
C 0.692954 0.284161 2.666893  -1.050
S -0.202940 1.350827 1.601912  0.557
C 1.521490 0.642577 3.686713  -0.340
C 2.149738 -0.363521 4.488438  -0.223
N 2.663612 -1.176781 5.117190  0.200
C 1.791393 1.992349 4.045576  -0.157
N 2.099638 3.047984 4.388234  0.105
N -2.501230 -2.313311 0.759281  -0.050
C -2.171833 -3.273028 -0.298405  -0.284
C -2.886996 -4.452731 -0.427584  -0.003
C -2.570918 -5.319973 -1.461420  -0.029
C -1.561173 -5.002223 -2.364313  -0.035
C -0.855867 -3.819670 -2.229014  -0.062
C -1.149450 -2.955347 -1.174213  -0.301
P -0.351858 -1.354798 -0.936750  0.928
C 1.429289 -1.551576 -0.808299  -0.377
C 2.019505 -2.810539 -0.870310  -0.066
C 3.392918 -2.936842 -0.710570  -0.043
C 4.173524 -1.815099 -0.485368  -0.042
C 3.583408 -0.558251 -0.408984  -0.051
C 2.215872 -0.424060 -0.561194  -0.135
C -0.728042 -0.468619 -2.467458  -0.332
C 0.199754 0.351361 -3.105500  -0.066
C -0.152127 1.018099 -4.272261  -0.052
C -1.419379 0.858256 -4.812747  -0.050
C -2.343437 0.026699 -4.188946  -0.064
C -2.002579 -0.629232 -3.019049  -0.102
H -3.485428 -2.054986 0.686985  0.121
H -2.398989 -2.776153 1.662614  0.115
H -3.683972 -4.692396 0.266002  0.129
H -3.120686 -6.244794 -1.570450  0.124
H -1.331153 -5.677354 -3.176926  0.123
H -0.084054 -3.562738 -2.944238  0.128
H 1.422608 -3.698433 -1.023806  0.101
H 3.847857 -3.916872 -0.754402  0.119
H 5.242622 -1.917807 -0.357665  0.119
H 4.192614 0.315310 -0.219250  0.115
H 1.758181 0.552768 -0.452941  0.082
H 1.203126 0.454611 -2.716284  0.098
H 0.575406 1.643695 -4.771709  0.117
H -1.681277 1.362395 -5.733568  0.118
H -3.320689 -0.124658 -4.629082  0.117
H -2.722600 -1.289863 -2.548659  0.116
C -4.624830 1.482896 -1.392209  0.035
C -3.254504 1.314795 -0.818679  -0.537
N -2.299243 2.138016 -1.228407  0.226
O -3.040122 0.440212 0.051680  -0.174
H -4.995772 2.489597 -1.198161  0.106
H -5.299489 0.758135 -0.948628  0.098
H -4.588939 1.339695 -2.473045  0.092
H -2.473934 2.814769 -1.952613  0.138
H -1.352176 2.014252 -0.903613  0.078
C 2.565302 5.627972 6.270939  -0.381
Te 2.058834 5.859817 4.238499  1.510
C 4.003293 5.566830 3.484434  -0.388
H 3.317197 4.846286 6.331176  0.021
H 1.666348 5.339295 6.808361  0.021
H 2.946764 6.576787 6.641870  0.026
H 4.624516 6.402278 3.800719  0.028
H 3.950279 5.523306 2.400504  0.015
H 4.368666 4.629429 3.895978  0.016

Force components x, y, z for each atom (eV/Å):
Ir 0.1 0.2 0.1
S -0.1 0.0 0.1
C 0.0 0.0 -0.1
S 0.1 0.0 0.1
C 0.0 0.0 0.2
C 0.0 0.0 0.0
N 0.0 0.0 0.0
C 0.2 -0.1 -0.1
N -0.2 0.1 -0.1
N 0.1 -0.1 0.1
C 0.0 0.0 0.0
C 0.0 0.0 0.0
C 0.0 0.0 0.0
C 0.0 0.0 0.0
C 0.0 0.0 0.0
C 0.0 0.0 0.0
P 0.0 0.0 -0.1
C 0.0 0.0 0.0
C 0.0 0.0 0.0
C 0.0 0.0 0.0
C 0.0 0.0 0.0
C 0.0 0.0 0.0
C 0.0 0.0 0.0
C 0.0 0.0 0.0
C 0.0 0.0 0.0
C 0.0 0.0 0.0
C 0.0 0.0 0.0
C 0.0 0.0 0.0
C 0.0 0.0 0.0
H 0.0 0.0 0.0
H 0.0 0.0 0.0
H 0.0 0.0 0.0
H 0.0 0.0 0.0
H 0.0 0.0 0.0
H 0.0 0.0 0.0
H 0.0 0.0 0.0
H 0.0 0.0 0.0
H 0.0 0.0 0.0
H 0.0 0.0 0.0
H 0.0 0.0 0.0
H 0.0 0.0 0.0
H 0.0 0.0 0.0
H 0.0 0.0 0.0
H 0.0 0.0 0.0
H 0.0 0.0 0.0
C 0.0 0.0 0.0
C 0.2 0.3 0.2
N 0.0 0.0 -0.1
O -0.3 -0.5 -0.3
H 0.0 0.0 0.0
H 0.0 0.0 0.0
H 0.0 0.0 0.0
H 0.0 0.0 0.0
H 0.0 0.0 0.0
C 0.0 0.0 0.0
Te 0.0 0.0 0.1
C 0.0 0.0 0.0
H 0.0 0.0 0.0
H 0.0 0.0 0.0
H 0.0 0.0 0.0
H 0.0 0.0 0.0
H 0.0 0.0 0.0
H 0.0 0.0 0.0

Results
gap between HOMO and LUMO (alpha / beta)	7.07 / 5.83	eV
DFT total energy	-2810.85107	a.u.
net charge	+2
spin multiplicity	2

---

Q: Among the records above, which one has the highest DFT total energy?
A: C26H27F3NO3PPt

---

Q: Among the records above, which one has the lowest DFT total energy?
A: C26H27GeN5PdS3